(1)
Formula: C4H16N2O
Source: the Open Molecules 2025 dataset
Level of theory: ωB97M-V with the def2-TZVPD basis set

XYZ file:
```
23
C4H16N2O ωB97M-V with the def2-TZVPD basis set
C -1.634 0.945 1.241
C -0.941 0.544 -0.075
C -0.812 -0.954 -0.280
C 0.603 -1.460 0.050
N 1.625 -0.703 -0.872
N -1.778 1.135 -1.190
H -1.224 0.433 2.115
H -2.700 0.754 1.142
H -1.467 1.999 1.479
H 0.016 1.049 -0.140
H -1.603 -1.523 0.216
H -0.893 -1.292 -1.318
H 0.723 -2.466 -0.342
H 0.908 -1.359 1.079
H 2.307 -1.377 -1.228
H 2.274 -0.150 -0.179
H 1.087 -0.356 -1.684
H -2.083 2.071 -0.883
H -1.287 0.999 -2.121
H -2.612 0.516 -1.280
H 3.172 1.203 1.372
H 3.455 -0.314 1.674
O 2.865 0.307 1.223
```

As for the expectation value of S²: 0.751. As for the total charge: +1. The value obtained for the energy above the lowest of the compared OMol25 structures with the same formula, charge and spin is 16.82 kcal per mole. As for the spin multiplicity: 2.



(2)
Formula: C4H16N2O
Source: the Open Molecules 2025 dataset
Level of theory: ωB97M-V with the def2-TZVPD basis set

XYZ file:
```
23
C4H16N2O ωB97M-V with the def2-TZVPD basis set
C 0.616 1.046 -2.102
C -0.339 0.520 -0.982
C -0.271 -0.923 -0.595
C 1.023 -1.242 0.248
N 0.851 -1.199 1.740
N -1.725 0.685 -1.644
H 1.729 1.249 -1.729
H 0.670 0.329 -3.021
H 0.413 2.179 -2.243
H -0.346 1.175 -0.072
H -0.208 -1.472 -1.520
H -1.185 -1.292 -0.107
H 1.671 -2.039 -0.039
H 2.001 -0.565 0.140
H 1.820 -1.492 2.143
H 0.548 -0.263 2.069
H 0.152 -1.976 2.231
H -1.820 1.730 -2.117
H -2.573 0.592 -0.868
H -1.963 -0.092 -2.478
H -0.316 1.761 3.283
H -0.403 0.561 4.349
O -0.346 0.730 3.314
```

As for the expectation value of S²: 0.751. As for the total charge: +1. The value obtained for the energy above the lowest of the compared OMol25 structures with the same formula, charge and spin is 64.82 kcal per mole. As for the spin multiplicity: 2.



(3)
Formula: C4H16N2O
Source: the Open Molecules 2025 dataset
Level of theory: ωB97M-V with the def2-TZVPD basis set

XYZ file:
```
23
C4H16N2O ωB97M-V with the def2-TZVPD basis set
C -1.189 1.702 -0.798
C -0.140 0.664 -1.172
C 1.019 0.262 -0.389
C 0.195 -0.083 0.877
N -0.212 -1.634 0.792
N 1.122 1.082 -2.709
H -2.135 1.712 -0.239
H -0.640 2.552 -0.314
H -1.799 1.821 -1.790
H -0.702 -0.158 -1.762
H 1.445 1.377 0.045
H 1.946 -0.258 -0.657
H 0.863 -0.132 1.696
H -0.730 0.590 1.110
H -0.195 -2.018 1.693
H -1.170 -1.744 0.345
H 0.482 -2.258 0.240
H 2.100 1.124 -2.555
H 0.760 2.039 -2.829
H 1.063 0.652 -3.646
H -0.219 -1.932 4.391
H -1.294 -2.899 3.990
O -0.569 -2.459 3.680
```

As for the total charge: +2. The value obtained for the energy above the lowest of the compared OMol25 structures with the same formula, charge and spin is 97.69 kcal per mole. As for the spin multiplicity: 1.



(4)
Formula: C4H16N2O2
Source: the Open Molecules 2025 dataset
Level of theory: ωB97M-V with the def2-TZVPD basis set

XYZ file:
```
24
C4H16N2O2 ωB97M-V with the def2-TZVPD basis set
C -0.051 -0.345 -1.227
N 0.645 -0.129 -2.482
C -1.262 0.530 -0.984
C -0.974 1.915 -0.367
C -0.120 1.966 0.931
N -0.689 1.232 2.063
H 0.707 -0.275 -0.451
H -0.455 -1.361 -1.143
H 1.247 0.685 -2.475
H 1.098 -0.938 -2.864
H -2.037 0.010 -0.426
H -1.641 0.754 -2.000
H -1.941 2.336 -0.074
H -0.496 2.615 -1.070
H 0.906 1.675 0.682
H -0.047 2.983 1.328
H -0.542 0.227 2.069
H -1.630 1.526 2.254
H 1.060 -1.637 2.371
H 1.917 -0.449 1.766
O 1.014 -0.803 1.847
H 1.251 -3.515 0.581
H 0.573 -2.528 -0.442
O 0.815 -3.433 -0.281
```

As for the expectation value of S²: 0.751. As for the total charge: -1. The value obtained for the energy above the lowest of the compared OMol25 structures with the same formula, charge and spin is 16.81 kcal per mole. As for the spin multiplicity: 2.



(5)
Formula: C4H16N2O2
Source: the Open Molecules 2025 dataset
Level of theory: ωB97M-V with the def2-TZVPD basis set

XYZ file:
```
24
C4H16N2O2 ωB97M-V with the def2-TZVPD basis set
C 2.120 -0.499 1.244
N 2.620 0.915 1.217
C -2.188 -1.149 -1.178
C -1.747 -0.229 -0.043
N -1.298 1.061 -0.569
C -0.175 0.930 -1.563
H 1.060 -0.386 0.940
H 2.540 -1.025 0.406
H 2.150 -0.972 2.102
H 1.842 1.467 1.533
H -2.836 -0.612 -1.864
H -1.253 -1.455 -1.671
H -0.892 -0.728 0.427
H -2.636 -0.081 0.578
H -0.800 1.528 0.281
H -0.157 0.027 -2.162
H 0.782 0.602 -0.925
H -0.251 1.789 -2.169
H 3.501 0.965 1.725
H -0.432 2.685 2.294
O -0.195 1.905 1.790
H -2.552 -2.020 -0.675
H 0.229 -2.741 -1.096
O 0.568 -1.975 -0.622
```

As for the total charge: 0. The value obtained for the energy above the lowest of the compared OMol25 structures with the same formula, charge and spin is 230.89 kcal per mole. As for the spin multiplicity: 1.



(6)
Formula: C4H16N3O
Source: the Open Molecules 2025 dataset
Level of theory: ωB97M-V with the def2-TZVPD basis set

XYZ file:
```
24
C4H16N3O ωB97M-V with the def2-TZVPD basis set
N 0.532 -0.273 -0.308
C 0.197 -0.426 0.972
C -0.602 0.769 1.571
C -0.120 2.092 1.015
N 1.350 2.123 1.124
C -0.708 -1.773 1.186
N 0.001 -2.938 0.846
H 1.762 1.543 0.380
H 2.100 0.035 -6.763
H 1.346 -0.867 -0.510
H 1.102 -0.609 1.581
H -1.666 0.683 1.355
H -0.435 0.747 2.642
H -0.413 2.194 -0.030
H -0.567 2.906 1.584
H 2.582 0.305 -7.266
H 1.729 3.051 1.015
H -1.618 -1.563 0.608
H -0.986 -1.808 2.235
H -0.447 -3.802 1.121
H 0.238 -2.982 -0.141
H -2.301 0.246 -2.024
H -1.066 0.069 -1.088
O -2.009 0.278 -1.108
```

As for the total charge: +1. The value obtained for the energy above the lowest of the compared OMol25 structures with the same formula, charge and spin is 145.46 kcal per mole. As for the spin multiplicity: 1.



(7)
Formula: C4H16N3OS2
Source: the Open Molecules 2025 dataset
Level of theory: ωB97M-V with the def2-TZVPD basis set

XYZ file:
```
26
C4H16N3OS2 ωB97M-V with the def2-TZVPD basis set
N -1.904 2.521 -1.598
C -2.229 1.145 -1.241
N -3.459 1.148 -0.473
N -2.521 0.336 -2.414
C -0.962 0.555 -0.566
S -1.247 -0.779 0.614
H -2.721 3.107 -1.484
H -1.136 2.907 -1.068
H -3.372 1.671 0.389
H -3.837 0.222 -0.329
H -3.232 0.850 -2.923
H -1.703 0.374 -3.015
H -0.326 0.127 -1.325
H -0.405 1.291 -0.013
H -2.535 -0.780 0.989
H -0.991 -1.951 0.012
C 2.585 -2.452 1.513
S 2.428 -0.666 1.386
O 2.143 -0.351 -0.049
C 4.148 -0.278 1.699
H 1.616 -2.897 1.294
H 3.322 -2.806 0.793
H 2.884 -2.716 2.527
H 4.773 -0.770 0.954
H 4.413 -0.608 2.703
H 4.266 0.800 1.625
```

As for the total charge: +1. As for the spin multiplicity: 1.



(8)
Formula: C4H16N4
Source: the Open Molecules 2025 dataset
Level of theory: ωB97M-V with the def2-TZVPD basis set

XYZ file:
```
24
C4H16N4 ωB97M-V with the def2-TZVPD basis set
C -0.629 -1.661 -1.094
C -0.239 0.866 -1.899
C -1.618 -0.612 1.245
C -0.631 -0.195 -0.822
N 1.537 -0.258 0.519
N -1.265 0.242 0.155
N 2.251 0.700 1.241
N -1.447 1.574 0.440
H -0.454 -2.382 -0.337
H -1.663 -1.920 -1.382
H 0.190 -2.005 -1.794
H 0.118 1.770 -1.341
H -1.107 1.359 -2.371
H 0.468 0.429 -2.652
H -1.306 -1.632 1.222
H -1.155 -0.227 2.237
H -2.664 -0.566 1.414
H 2.178 -0.651 -0.182
H 3.040 0.265 1.668
H 2.748 1.458 0.612
H 1.541 1.207 2.013
H -1.520 2.177 -0.430
H 1.170 -1.034 1.255
H -2.182 1.810 1.143
```

As for the total charge: +2. The value obtained for the energy above the lowest of the compared OMol25 structures with the same formula, charge and spin is 127.57 kcal per mole. As for the spin multiplicity: 1.



(9)
Formula: C4H16N8O4
Source: the Open Molecules 2025 dataset
Level of theory: ωB97M-V with the def2-TZVPD basis set

XYZ file:
```
32
C4H16N8O4 ωB97M-V with the def2-TZVPD basis set
C 10.493 22.489 -26.284
O 10.738 22.332 -25.098
N 10.755 23.515 -27.065
N 9.766 21.675 -26.906
H 10.378 23.423 -27.998
H 11.389 24.201 -26.680
H 9.670 20.848 -26.335
H 9.458 21.777 -27.862
C 3.065 18.508 -24.340
O 1.925 18.893 -24.243
N 4.047 19.420 -24.497
N 3.469 17.304 -24.308
H 3.824 20.404 -24.454
H 4.971 19.078 -24.722
H 2.772 16.620 -24.050
H 4.444 17.063 -24.206
C 6.938 21.816 -20.499
O 6.378 21.884 -19.447
N 7.360 20.759 -21.136
N 7.253 22.848 -21.197
H 7.190 19.856 -20.717
H 7.968 21.019 -21.899
H 7.712 22.856 -22.097
H 7.050 23.752 -20.795
C 6.976 22.074 -12.944
O 6.885 22.291 -11.760
N 7.967 22.414 -13.774
N 6.047 21.482 -13.690
H 7.754 22.640 -14.735
H 8.818 22.771 -13.363
H 5.209 21.208 -13.198
H 6.290 21.169 -14.619
```

Its structure (SMILES) is NC(N)=O.NC(N)=O.NC(N)=O.NC(N)=O. As for the total charge: 0. The value obtained for the energy above the lowest of the compared OMol25 structures with the same formula, charge and spin is 72.24 kcal per mole. As for the spin multiplicity: 1.



(10)
Formula: C4H16N8O4
Source: the Open Molecules 2025 dataset
Level of theory: ωB97M-V with the def2-TZVPD basis set

XYZ file:
```
32
C4H16N8O4 ωB97M-V with the def2-TZVPD basis set
C -1.150 -0.306 2.387
O -0.431 -1.089 1.784
N -2.477 -0.578 2.619
N -0.696 0.803 3.059
H -2.745 -1.541 2.557
H -3.044 0.177 2.947
H -1.281 1.473 3.522
H 0.101 1.254 2.625
C 2.670 -1.429 -0.870
O 1.940 -1.764 0.048
N 3.172 -0.163 -0.963
N 3.306 -2.320 -1.695
H 2.738 0.467 -0.302
H 3.941 0.303 -1.407
H 3.991 -2.016 -2.356
H 2.994 -3.270 -1.605
C 0.458 2.396 0.148
O 1.325 3.046 0.748
N 0.716 1.620 -0.926
N -0.857 2.498 0.516
H 1.623 1.294 -1.199
H -0.065 0.978 -0.988
H -1.604 2.191 -0.091
H -0.997 3.240 1.178
C -1.852 -0.419 -1.428
O -2.304 0.739 -1.518
N -2.632 -1.449 -0.963
N -0.656 -0.729 -1.950
H -3.604 -1.288 -0.811
H -2.132 -2.311 -0.852
H -0.318 -1.622 -1.615
H -0.128 -0.186 -2.599
```

Its structure (SMILES) is NC(N)=O.NC(N)=O.NC(N)=O.NC(N)=O. As for the total charge: 0. The value obtained for the energy above the lowest of the compared OMol25 structures with the same formula, charge and spin is 37.09 kcal per mole. As for the spin multiplicity: 1.



Number 1: E_tot -346.3857 Eh. Number 2: E_tot -346.3092 Eh. Number 3: E_tot -345.9976 Eh. Number 4: E_tot -421.9331 Eh. Number 5: E_tot -421.6235 Eh. Number 6: E_tot -401.0656 Eh. Number 7: E_tot -1197.5653 Eh. Number 8: E_tot -380.2726 Eh. Number 9: E_tot -901.0869 Eh. Number 10: E_tot -901.1429 Eh.